C9H18N2 | ωB97M-V/def2-TZVPD

The value obtained for the largest force on an atom is 5.17 eV Å⁻¹. The calculation puts the energy above the lowest of the compared OMol25 structures with the same formula, charge and spin at 74.6 kcal per mole. As for the multiplicity: 1. The HOMO energy is -0.314 hartree. The value obtained for the molar mass is 154.3 Da. The total energy comes out at -463.1170 Eh.

Each line ends with the Löwdin charge.
Element x y z (Å)
C  -0.4763  -1.5161  -1.3025  -0.08
N  -0.1677  -0.2510  -0.5287  -0.05
C  1.0434  -0.2528  0.3004  -0.61
C  2.2138  -0.6997  -0.5522  -0.10
C  1.4552  1.2502  0.6073  -0.06
C  0.9224  -1.1636  1.5160  -0.04
C  -1.7832  0.2872  -0.0761  -0.41
C  -2.5345  0.4687  -1.4372  -0.04
C  -1.7361  1.5477  0.6741  -0.03
C  -2.3068  -0.8035  0.6830  -0.25
N  -2.6424  -1.7233  1.2546  0.19
H  -1.1790  -1.1906  -1.9930  0.03
H  0.3331  -1.7331  -1.9552  0.06
H  -0.9410  -2.2866  -0.6289  0.10
H  3.1498  -0.8287  0.0908  0.10
H  2.1347  -1.7513  -0.9656  0.09
H  2.5408  0.0862  -1.3299  0.11
H  1.0062  1.5811  1.6168  0.10
H  1.2883  1.8916  -0.1722  0.05
H  2.5309  1.2505  0.8240  0.08
H  1.5848  -0.7597  2.3556  0.10
H  -0.1071  -1.1906  1.8573  0.05
H  1.4376  -2.1648  1.4326  0.10
H  -1.8529  0.8577  -2.1612  0.09
H  -3.0970  -0.4233  -1.7560  0.09
H  -3.3766  1.1000  -1.2926  0.07
H  -1.8379  2.3864  0.0099  0.09
H  -0.6513  1.6157  1.0305  0.07
H  -2.3576  1.4867  1.5641  0.10